(1)
{
  "formula": "C5H8N",
  "method": "the ωB97M-V functional and the def2-TZVPD basis",
  "total_charge": 1,
  "relative_energy_kj_mol": 746.94,
  "e_lumo_ev": [-5.465, -5.815],
  "homo_ev": [-13.82, -14.04],
  "multiplicity": 1,
  "elements": ["H", "C", "H", "H", "N", "C", "H", "H", "C", "C", "C", "H", "H", "H"],
  "xyz": [[-0.4664, -3.1813, 2.7893], [0.2852, 0.2035, -0.5493], [-1.2590, 2.0713, -0.8465], [0.6394, -0.7303, -1.1604], [0.2212, -1.6508, 2.1229], [-0.4661, 1.3917, -1.4189], [-0.1170, 0.9196, 1.4423], [1.6414, 1.3154, -2.0566], [-0.5155, -2.6050, 1.8880], [0.1267, 0.2032, 0.7913], [0.9150, 1.5144, -1.2600], [1.0715, 2.3586, -0.6060], [-0.7635, 1.1334, -2.3809], [-1.3127, -2.9438, 1.2449]],
  "lowdin_charge": [0.10, -0.20, 0.19, 0.18, 0.14, -0.05, 0.05, 0.15, -0.08, 0.26, -0.07, 0.13, 0.10, 0.10]
}

***

(2)
{
  "formula": "C7H11NSi",
  "method": "the ωB97M-V functional and the def2-TZVPD basis",
  "relative_energy_kj_mol": 235.74,
  "e_lumo_ev": 0.618,
  "homo_ev": -8.39,
  "smiles": "C[SiH](C)c1ccccn1",
  "multiplicity": 1,
  "elements": ["H", "H", "N", "C", "H", "H", "C", "H", "H", "Si", "C", "C", "C", "H", "C", "H", "H", "H", "H", "C"],
  "xyz": [[-0.9967, 2.5465, 1.4767], [-1.1267, -4.0334, 0.2413], [1.5394, -1.1060, -0.0164], [1.8430, -2.4551, 0.2013], [-2.3769, 1.4649, 0.8157], [2.1584, 1.4041, -0.8485], [-0.9634, -1.9148, 0.0102], [2.9384, -2.6497, 0.1408], [1.1113, -4.3107, 0.5554], [-0.2286, 1.0272, -0.4912], [-0.4841, -3.1480, 0.1376], [0.3704, -0.6924, -0.1217], [1.3352, 2.1235, -0.7897], [1.5437, 2.8499, 0.0624], [-1.2867, 1.5480, 1.0250], [1.2793, 2.7067, -1.7695], [-1.8066, -1.3498, 0.0962], [-1.1041, 0.7501, -1.5967], [-1.0262, 0.8778, 1.8800], [0.8180, -3.3389, 0.4243]],
  "lowdin_charge": [0.04, 0.12, 0.00, -0.09, 0.02, 0.00, 0.05, 0.11, 0.07, 0.61, -0.17, -0.30, -0.22, 0.04, -0.23, 0.04, 0.03, -0.02, 0.03, -0.13]
}

***

(3)
{
  "formula": "C5H8N2O2S",
  "method": "the ωB97M-V functional and the def2-TZVPD basis",
  "relative_energy_kj_mol": 368.00,
  "e_lumo_ev": 0.695,
  "homo_ev": -8.84,
  "smiles": "CCn1sc(=O)n(C)c1=O",
  "multiplicity": 1,
  "elements": ["H", "O", "H", "C", "H", "O", "H", "S", "N", "H", "C", "C", "C", "N", "H", "H", "H", "C"],
  "xyz": [[0.4218, 1.8714, 3.1008], [0.8858, 3.0625, 0.8809], [0.1991, -2.3830, -3.1163], [-0.3761, -0.2787, 0.7830], [-1.2352, 1.9916, 2.8399], [-0.8501, -1.1866, 1.3317], [-0.6510, -0.9106, -2.9031], [0.7899, 1.1968, -1.0374], [-0.1449, 0.9702, 1.2985], [-0.8536, -2.2213, -0.8477], [0.1714, -1.3549, -2.8353], [-0.4860, 1.2782, 2.7342], [0.5530, 1.9764, 0.5923], [-0.0185, -0.2045, -0.5416], [-0.5575, 0.5801, 3.2123], [1.0825, -2.1583, -1.0238], [0.8960, -0.6593, -3.2313], [0.1733, -1.5699, -1.2370]],
  "lowdin_charge": [0.14, 0.08, 0.07, -0.63, 0.09, 0.14, -0.03, 1.06, 0.00, 0.19, -0.07, 0.08, -0.69, -0.36, -0.06, 0.10, 0.06, -0.17]
}

***

(4)
{
  "formula": "C2HClF3O2S",
  "method": "the ωB97M-V functional and the def2-TZVPD basis",
  "total_charge": -1,
  "relative_energy_kj_mol": 0.00,
  "e_lumo_ev": 3.528,
  "homo_ev": -4.06,
  "multiplicity": 1,
  "elements": ["S", "F", "O", "F", "F", "Cl", "C", "O", "C", "H"],
  "xyz": [[-1.7482, -0.5887, 0.8016], [1.8005, 0.7965, -1.2556], [-2.6478, 0.5236, 0.6029], [2.2362, -0.6088, 0.3268], [0.9365, -1.0955, -1.4645], [0.5956, 1.2141, 1.7700], [-0.0120, 0.3981, 0.3298], [-1.8513, -1.5649, -0.3039], [1.2301, -0.2120, -0.4589], [-0.5394, 1.1376, -0.3483]],
  "lowdin_charge": [0.60, 0.02, -0.54, 0.09, 0.09, 0.55, -0.71, -0.56, -0.61, 0.08]
}

***

(5)
{
  "formula": "C10H9N",
  "method": "the ωB97M-V functional and the def2-TZVPD basis",
  "relative_energy_kj_mol": 316.09,
  "e_lumo_ev": 0.948,
  "homo_ev": -8.20,
  "smiles": "c1ccc(-c2ccc[nH]2)cc1",
  "multiplicity": 1,
  "elements": ["C", "C", "H", "C", "C", "H", "N", "H", "H", "C", "H", "H", "C", "C", "C", "C", "C", "H", "H", "H"],
  "xyz": [[0.6530, -1.1832, -2.9615], [-1.0271, 1.5141, 2.6628], [2.6473, -0.7117, -2.4289], [-0.1042, 0.7481, 3.1246], [0.0977, -0.1231, -0.4142], [-1.7477, 2.2820, 3.2994], [0.3484, 0.0424, 1.9927], [2.0965, 0.2637, -0.2056], [-2.1084, -0.5009, -0.6700], [-0.5965, -1.1829, -2.4670], [-1.6752, 1.7609, 0.3824], [0.9815, -0.6681, 1.8680], [-1.1772, 1.3055, 1.2709], [1.3789, -0.2182, -0.8535], [-0.2735, 0.4200, 0.8499], [1.7078, -0.7219, -2.1685], [-0.9965, -0.5633, -1.2850], [-1.5964, -1.7099, -3.0579], [0.7556, -1.4869, -3.9073], [0.2336, 0.5024, 4.2202]],
  "lowdin_charge": [-0.11, -0.16, 0.04, -0.14, -0.20, 0.16, 0.07, 0.11, 0.18, -0.14, 0.12, 0.11, -0.08, -0.02, -0.32, -0.01, -0.02, 0.17, 0.06, 0.15]
}

***

(6)
{
  "formula": "C10H17FN",
  "method": "the ωB97M-V functional and the def2-TZVPD basis",
  "total_charge": 1,
  "relative_energy_kj_mol": 346.30,
  "e_lumo_ev": -3.972,
  "homo_ev": -11.73,
  "multiplicity": 1,
  "elements": ["C", "H", "H", "H", "H", "H", "H", "C", "C", "H", "F", "N", "C", "H", "H", "H", "H", "C", "C", "C", "H", "H", "H", "C", "H", "C", "H", "H", "C"],
  "xyz": [[-2.0451, -0.9917, 0.6148], [1.1075, 2.2641, -0.1271], [-2.1163, 0.3440, -2.4679], [3.9394, 0.3510, -0.8286], [1.1810, -2.0634, 0.9164], [-0.5853, -1.3443, 2.1757], [-2.4839, -2.0612, -1.4635], [0.5331, -1.3634, 0.3935], [2.1325, 1.9757, -0.0323], [2.6077, 0.0765, -1.9775], [-1.9919, 2.6093, -0.3208], [2.0908, 0.5402, 0.0291], [-1.9108, -0.0536, -1.5726], [2.6557, 2.3713, 0.8244], [2.6857, 2.2948, -0.9264], [-1.2547, 0.9198, -1.1358], [-3.1210, 0.8178, 1.0400], [-1.3667, 1.3525, -0.0612], [-2.0602, 0.5245, 0.9107], [-2.0741, -1.1528, -0.9281], [3.0764, -1.1874, -0.7865], [-0.9857, -2.6253, 1.0085], [-2.9551, -1.6064, 1.0081], [-0.7855, -1.5877, 1.1077], [0.5734, -1.5122, -0.6297], [1.1026, -0.0403, 0.6644], [-1.6468, 0.7394, 1.9311], [0.7143, 0.5682, 1.5573], [2.9829, -0.1596, -0.9238]],
  "lowdin_charge": [-0.28, 0.07, 0.08, 0.11, 0.15, 0.15, 0.16, -0.13, -0.01, 0.14, -0.04, -0.16, 0.09, 0.11, 0.11, 0.03, 0.14, -0.13, -0.17, -0.05, 0.07, 0.12, 0.19, -0.19, 0.11, -0.01, 0.14, 0.18, 0.02]
}